No. 1
The following is a DFT calculation (the ωB97M-V functional and the def2-TZVPD basis) of a cluster of 2 separate species, C19H22N3O5 in total at a distorted geometry.

Computed properties:
Largest force on an atom in eV Å⁻¹: 12.4
Kohn-Sham gap in Ha: 0.17693
LUMO in eV: 1.174
HOMO energy in eV: -3.6

The geometry in ORCA input format:
```
! wB97M-V def2-TZVPD RIJCOSX def2/J DEFGRID3
* xyz -1 1
C -1.87 -0.12 0.22
C -0.59 0.40 1.16
C 0.10 1.61 0.24
N 0.79 2.63 -0.24
C 0.57 -0.75 1.32
C 0.98 -1.55 -0.04
O 0.76 -2.90 -0.03
C 1.58 -0.93 -1.43
C 3.07 -0.25 -1.44
C 3.56 0.39 -2.90
C 2.56 0.34 -4.22
C 1.08 -0.36 -4.18
C 0.56 -1.01 -2.76
C -1.13 1.00 2.63
C -1.73 -0.29 3.50
N -2.49 -1.15 4.09
C 0.15 1.50 3.60
N 0.53 2.94 3.43
C -2.10 2.29 2.53
C -3.60 2.15 2.00
O -4.31 0.89 2.10
C -5.42 0.83 1.13
O -5.29 0.58 -0.18
H -1.54 -0.68 -0.75
H -2.38 0.89 -0.16
H -2.63 -0.78 0.82
H 1.55 -0.17 1.68
H 0.36 -1.55 2.16
H 3.74 -0.22 -0.46
H 4.62 0.93 -2.96
H 2.89 0.83 -5.25
H 0.33 -0.41 -5.10
H -0.51 -1.53 -2.63
H -0.30 1.41 4.71
H 1.06 0.77 3.58
H -0.10 3.59 3.98
H 0.53 3.26 2.44
H -2.14 2.77 3.62
H -1.57 3.13 1.87
H -3.62 2.47 0.85
H -4.28 2.98 2.54
H -6.51 0.96 1.54
C 2.74 -3.93 -2.90
C 3.95 -3.73 -3.81
O 4.22 -4.71 -4.57
O 4.52 -2.61 -3.69
H 2.29 -4.91 -3.05
H 3.05 -3.84 -1.86
H 1.99 -3.16 -3.12
*
```

Löwdin atomic charges, in units of e:
1. C -0.032
2. C -0.316
3. C -0.079
4. N 0.105
5. C -0.091
6. C -0.227
7. O -0.048
8. C -0.104
9. C 0.003
10. C -0.029
11. C -0.054
12. C -0.059
13. C -0.026
14. C -0.289
15. C -0.089
16. N 0.106
17. C -0.218
18. N -0.037
19. C -0.127
20. C -0.214
21. O -0.154
22. C -0.124
23. O -0.028
24. H 0.078
25. H 0.094
26. H 0.103
27. H 0.130
28. H 0.142
29. H 0.099
30. H 0.087
31. H 0.084
32. H 0.085
33. H 0.096
34. H 0.137
35. H 0.119
36. H 0.083
37. H 0.046
38. H 0.136
39. H 0.140
40. H 0.136
41. H 0.145
42. H 0.162
43. C -0.065
44. C -0.797
45. O -0.124
46. O -0.128
47. H 0.056
48. H 0.059
49. H 0.029


No. 2
The following is a DFT calculation (the ωB97M-V functional and the def2-TZVPD basis) of an isolated molecule of C6H6N3O2PS2 at a distorted geometry.

Computed properties:
Largest force on an atom in eV Å⁻¹: 4.9
SMILES: OP(O)(=S)n1n[n+]([S-])c2ccccc21
Kohn-Sham gap (spin up / spin down) in Ha: 0.26475 / 0.26483
LUMO (spin up / spin down) in eV: -0.419 / -0.418
HOMO energy (spin up / spin down) in eV: -7.6 / -7.6
ΔE to the lowest compared entry with this formula, charge and spin in kJ/mol: 83.4

The geometry in ORCA input format:
```
! wB97M-V def2-TZVPD RIJCOSX def2/J DEFGRID3
* xyz 0 1
C -0.29 1.44 1.75
C -1.56 1.98 1.41
C 0.43 0.49 1.13
C -2.11 1.41 0.30
C -0.24 -0.09 0.02
C -1.49 0.38 -0.34
N 0.18 -1.08 -0.91
N -0.89 -1.17 -1.82
N -1.86 -0.28 -1.51
O 2.58 -2.47 -1.84
O 2.70 -0.38 -0.47
P 2.04 -1.80 -0.51
S 2.16 -2.80 1.15
S -3.43 -0.02 -2.13
H 0.28 2.04 2.54
H -2.12 2.67 1.99
H 1.38 0.14 1.48
H -3.04 1.65 0.02
H 2.60 -2.08 -2.71
H 2.67 -0.02 0.45
*
```

Löwdin atomic charges, in units of e:
1. C -0.087
2. C -0.031
3. C -0.065
4. C -0.045
5. C -0.207
6. C -0.267
7. N -0.064
8. N 0.073
9. N -0.554
10. O -0.151
11. O -0.197
12. P 0.259
13. S 0.355
14. S 0.464
15. H 0.132
16. H 0.102
17. H 0.065
18. H 0.043
19. H 0.100
20. H 0.073


No. 3
The following is a DFT calculation (the ωB97M-V functional and the def2-TZVPD basis) of a cluster of 2 separate species, C3H11NP in total at a distorted geometry.

Computed properties:
Largest force on an atom in eV Å⁻¹: 2.7
Kohn-Sham gap (spin up / spin down) in Ha: 0.30590 / 0.32277
LUMO (spin up / spin down) in eV: -4.033 / -7.231
HOMO energy (spin up / spin down) in eV: -12.4 / -16.0
ΔE to the lowest compared entry with this formula, charge and spin in kJ/mol: 0.0

The geometry in ORCA input format:
```
! wB97M-V def2-TZVPD RIJCOSX def2/J DEFGRID3
* xyz 1 3
C -0.26 1.53 -0.47
C -0.35 -0.02 1.45
C -0.62 -0.91 -0.70
N 0.08 0.21 0.04
P 1.91 -0.05 0.02
H 0.51 1.65 -1.23
H -1.26 1.57 -0.94
H -0.08 2.17 0.41
H 0.02 -0.96 1.86
H 0.00 0.87 2.02
H -1.45 0.06 1.39
H -1.73 -0.72 -0.67
H -0.34 -0.89 -1.84
H -0.24 -1.85 -0.24
H 2.19 -2.25 0.29
H 1.61 -0.42 -1.40
*
```

Löwdin atomic charges, in units of e:
1. C -0.065
2. C -0.097
3. C -0.084
4. N -0.714
5. P 0.983
6. H 0.075
7. H 0.126
8. H 0.114
9. H 0.101
10. H 0.112
11. H 0.114
12. H 0.119
13. H 0.132
14. H 0.086
15. H 0.045
16. H -0.047


No. 4
The following is a DFT calculation (the ωB97M-V functional and the def2-TZVPD basis) of a structure of composition C13H10Cl5IrN at a distorted geometry.

Computed properties:
Largest force on an atom in eV Å⁻¹: 2.8
Kohn-Sham gap (spin up / spin down) in Ha: 0.22079 / 0.22641
LUMO (spin up / spin down) in eV: 0.314 / -2.479
HOMO energy (spin up / spin down) in eV: -5.7 / -8.6
ΔE to the lowest compared entry with this formula, charge and spin in kJ/mol: 168.0

The geometry in ORCA input format:
```
! wB97M-V def2-TZVPD RIJCOSX def2/J DEFGRID3
* xyz 0 6
C -0.95 0.78 -1.91
C 0.43 0.84 -1.89
C 0.84 1.47 -0.68
C -0.30 1.63 0.13
C -1.61 1.20 -0.57
Ir -0.17 -0.81 0.04
N -2.36 0.16 0.11
C 0.96 -2.31 -0.51
C 1.80 -1.25 0.05
H 1.86 1.83 -0.52
H 1.15 0.58 -2.70
H -0.29 2.27 0.99
H -2.24 2.09 -0.59
H -1.57 0.57 -2.79
H 2.32 -0.58 -0.62
H 0.76 -3.15 0.14
H -2.95 -0.38 -0.55
H 2.24 -1.59 1.02
H 1.10 -2.48 -1.56
Cl -2.56 -1.75 2.28
C -1.18 -0.96 2.88
C -0.13 -0.48 2.07
C 0.92 0.23 2.63
Cl 2.28 0.86 1.77
C 0.95 0.51 4.00
Cl 2.21 1.45 4.65
C -0.01 -0.06 4.83
Cl 0.14 0.08 6.51
C -1.06 -0.82 4.27
Cl -2.16 -1.62 5.31
*
```

Löwdin atomic charges, in units of e:
1. C -0.116
2. C -0.196
3. C -0.229
4. C -0.189
5. C -0.441
6. Ir 1.321
7. N 0.047
8. C -0.336
9. C -0.348
10. H 0.085
11. H 0.124
12. H 0.103
13. H 0.146
14. H 0.094
15. H 0.047
16. H 0.050
17. H 0.069
18. H 0.067
19. H 0.048
20. Cl 0.690
21. C -0.721
22. C -0.333
23. C -0.656
24. Cl 0.753
25. C -0.736
26. Cl 0.700
27. C -0.728
28. Cl 0.710
29. C -0.711
30. Cl 0.685


> The highest largest force on an atom belongs to which entry?

C19H22N3O5


> Number 4 is which compound?

C13H10Cl5IrN